1.
This record from the OMol25 dataset describes CH2Cl3N as an isolated structure at a distorted geometry. The level of theory is ωB97M-V with the def2-TZVPD basis set.

Positions of all 7 atoms, in Å:
C (1.15801, -1.49012, 0.20884)
N (-0.88256, 1.73573, 0.04270)
Cl (0.00672, 0.46823, 0.98111)
Cl (0.23785, -2.51643, 1.17397)
Cl (0.69606, -1.64548, -1.42640)
H (-1.09120, 0.99995, -0.72827)
H (-0.12487, 2.44812, -0.25195)

**2S+1**: 1
**LUMO energy**: -0.73 eV
**Calculated total energy**: -40122.2228 eV
**Max |F|**: 2.694 eV/A

***

2.
This record from the OMol25 dataset describes an isolated ion of composition C5H7N4 and charge +1 at a distorted geometry. The level of theory is ωB97M-V with the def2-TZVPD basis set.

Positions of all 16 atoms, in Å:
C (0.60598, -0.42311, -2.04935)
C (0.26256, -1.57210, -1.17924)
C (-0.43647, 0.92511, 1.45153)
C (-0.77016, 1.27311, -1.09886)
C (1.00340, -1.10674, 1.15528)
N (-0.03272, 0.68207, -1.91006)
N (0.57498, -1.61544, 0.07782)
N (-0.88066, 1.36080, 0.26828)
N (0.49018, 0.03856, 1.82937)
H (1.34585, -0.56282, -2.91239)
H (-0.40479, -2.43482, -1.34611)
H (-0.93604, 1.30269, 2.29217)
H (-1.67395, 1.92200, -1.52261)
H (1.68308, -1.74549, 1.76561)
H (-1.77821, 1.93375, 0.41100)
H (0.94697, 0.02244, 2.76757)

**2S+1**: 3
**LUMO energy (alpha / beta)**: -4.54 / -5.62 eV
**Calculated total energy**: -11246.4793 eV
**Max |F|**: 3.875 eV/A
**Total charge**: +1

***

3.
This record from the OMol25 dataset describes a 12-piece molecular cluster, C50H76F12O32 overall at a distorted geometry. The level of theory is ωB97M-V with the def2-TZVPD basis set.

Positions of all 170 atoms, in Å:
C (6.51812, -15.91604, 10.85250)
O (5.16092, -16.11318, 10.50694)
C (4.84760, -16.05563, 9.11633)
C (5.28894, -14.82056, 8.24305)
O (6.61433, -15.04516, 7.86714)
C (7.27865, -13.90178, 7.23903)
C (8.65016, -14.25873, 6.60540)
O (9.49987, -14.49382, 7.69883)
C (10.73980, -15.05864, 7.35580)
H (6.52035, -15.97954, 11.94065)
H (6.93580, -14.94670, 10.58041)
H (7.19734, -16.68465, 10.48373)
H (3.75780, -16.07122, 9.10298)
H (5.24715, -16.93637, 8.61358)
H (5.15891, -13.91832, 8.84067)
H (4.58961, -14.81193, 7.40701)
H (7.41186, -13.20950, 8.07035)
H (6.54734, -13.51563, 6.52899)
H (8.96043, -13.45648, 5.93590)
H (8.54762, -15.22122, 6.10421)
H (11.13640, -14.71994, 6.39867)
H (10.70419, -16.13336, 7.17744)
H (11.44819, -14.83481, 8.15340)
C (2.52159, -14.29424, 21.92655)
C (2.46989, -13.19829, 20.89073)
O (3.04461, -13.76112, 19.76604)
C (3.02321, -13.12786, 18.61073)
O (2.65753, -11.94739, 18.48756)
C (3.54783, -13.97605, 17.39192)
F (2.54773, -14.57477, 16.71991)
F (4.14878, -13.20243, 16.48242)
F (4.42589, -14.89325, 17.75239)
H (3.50389, -14.74410, 22.07078)
H (1.77118, -15.02592, 21.62719)
H (2.29427, -13.75125, 22.84392)
H (3.19633, -12.44430, 21.19383)
H (1.48199, -12.81540, 20.63471)
C (2.11096, -21.71229, 16.08401)
C (3.50654, -21.49210, 16.72103)
O (3.89857, -20.10337, 16.78360)
C (4.53307, -19.46470, 15.82083)
O (4.88438, -19.95042, 14.75058)
C (4.90282, -18.04166, 16.18173)
F (5.64280, -18.04174, 17.31995)
F (5.61381, -17.46591, 15.18773)
F (3.81408, -17.32768, 16.40815)
H (1.89411, -22.78020, 16.05875)
H (2.12422, -21.24173, 15.10091)
H (1.34166, -21.12961, 16.59072)
H (4.25032, -22.10259, 16.20898)
H (3.45172, -22.01771, 17.67435)
C (3.15922, -19.22968, 6.69616)
C (4.38309, -20.05295, 7.23885)
O (4.56818, -19.80721, 8.62275)
C (4.17712, -20.70447, 9.60346)
O (3.64594, -21.79494, 9.37745)
C (4.58705, -20.24625, 10.99260)
F (3.88073, -20.87253, 11.89369)
F (5.84904, -20.61784, 11.09087)
F (4.48135, -18.94044, 11.10728)
H (2.21449, -19.55288, 7.13335)
H (3.11779, -19.44006, 5.62746)
H (3.31778, -18.15552, 6.79178)
H (5.29042, -19.69244, 6.75419)
H (4.20616, -21.11231, 7.05299)
C (5.08722, -10.82960, 10.09684)
C (5.13730, -11.55825, 11.48544)
O (6.44258, -11.88692, 11.76869)
C (6.73342, -12.90986, 12.66376)
O (5.88361, -13.56095, 13.31410)
C (8.26364, -13.07726, 12.93995)
F (8.94220, -12.27600, 12.16579)
F (8.48061, -12.86509, 14.24662)
F (8.62464, -14.32878, 12.67798)
H (5.41878, -11.56015, 9.35896)
H (5.76950, -9.98893, 9.97082)
H (4.05893, -10.61051, 9.80922)
H (4.51731, -12.44632, 11.60803)
H (4.81534, -10.97395, 12.34744)
C (-0.10445, -10.82615, 15.94621)
C (1.04913, -10.19372, 15.12314)
C (2.31424, -11.00791, 15.21449)
O (2.70116, -10.91697, 13.87641)
C (1.76641, -10.52866, 13.06130)
O (1.88917, -10.46725, 11.83188)
O (0.71184, -10.23347, 13.77387)
H (-0.37674, -11.86932, 15.78569)
H (-0.99257, -10.21295, 15.79345)
H (0.22940, -10.68933, 16.97476)
H (1.31919, -9.18957, 15.45002)
H (2.03039, -12.00966, 15.53701)
H (2.99728, -10.50592, 15.89974)
C (1.91107, -13.05662, 9.16555)
C (0.83258, -13.19271, 10.21545)
C (-0.42247, -12.41962, 9.98751)
O (-1.38357, -13.41128, 9.92811)
C (-0.92112, -14.62965, 10.17121)
O (-1.53371, -15.68838, 10.10073)
O (0.44147, -14.57130, 10.24330)
H (2.71684, -13.66543, 9.57565)
H (2.21410, -12.02756, 8.97240)
H (1.76260, -13.49086, 8.17686)
H (1.29409, -12.82033, 11.13003)
H (-0.40502, -11.94840, 9.00478)
H (-0.54742, -11.83111, 10.89643)
C (-3.32689, -12.93740, 15.72687)
C (-3.29580, -13.69656, 17.06284)
C (-2.72219, -15.08387, 16.97362)
O (-1.89197, -15.17096, 18.12326)
C (-1.63325, -14.00166, 18.60083)
O (-0.82721, -13.80370, 19.51882)
O (-2.35920, -13.11372, 17.95075)
H (-3.95792, -13.45766, 15.00630)
H (-2.34666, -12.94754, 15.25028)
H (-3.75612, -11.94611, 15.87252)
H (-4.25208, -13.75389, 17.58279)
H (-2.24463, -15.21498, 16.00262)
H (-3.57501, -15.76261, 16.96331)
C (0.51328, -17.15167, 17.44002)
C (0.91650, -17.65337, 18.84493)
C (1.41823, -19.05229, 18.86589)
O (2.81641, -18.85142, 19.14425)
C (3.13791, -17.65025, 19.49256)
O (4.29944, -17.27777, 19.79922)
O (2.01889, -16.90622, 19.33349)
H (1.25105, -17.32541, 16.65669)
H (0.21751, -16.10356, 17.39442)
H (-0.35501, -17.67982, 17.04602)
H (0.12152, -17.57947, 19.58698)
H (1.12966, -19.41014, 17.87757)
H (0.89231, -19.66894, 19.59476)
C (0.38883, -20.12126, 12.62491)
C (-0.14650, -18.78633, 13.11869)
C (-1.04590, -18.05133, 12.16555)
O (-2.05331, -17.50857, 12.94620)
C (-2.18035, -18.21864, 14.01334)
O (-3.16475, -18.26579, 14.72288)
O (-1.14634, -19.04219, 14.10479)
H (-0.39577, -20.59463, 12.03464)
H (0.59735, -20.77145, 13.47454)
H (1.28485, -20.01671, 12.01309)
H (0.65352, -18.20420, 13.57606)
H (-1.43012, -18.69500, 11.37424)
H (-0.46357, -17.25470, 11.70254)
C (3.65274, -16.67527, 13.07484)
C (2.97408, -15.61064, 13.90743)
C (2.83697, -14.25964, 13.23005)
O (1.47497, -13.91425, 13.42258)
C (0.76236, -15.04202, 13.80666)
O (-0.45549, -15.09533, 13.81943)
O (1.60866, -16.01591, 14.13004)
H (4.65553, -16.29575, 12.87867)
H (3.13032, -16.97329, 12.16580)
H (3.86686, -17.65253, 13.50753)
H (3.41667, -15.48924, 14.89610)
H (3.09878, -14.23328, 12.17228)
H (3.57156, -13.59625, 13.68654)
C (-1.91921, -17.65705, 7.21724)
C (-0.52519, -18.09927, 7.55780)
C (0.46286, -16.92932, 7.34421)
O (1.37785, -17.13965, 8.31259)
C (0.84723, -17.89319, 9.24385)
O (1.43849, -18.19552, 10.29724)
O (-0.31118, -18.34910, 8.89578)
H (-2.66604, -18.44069, 7.34470)
H (-1.95580, -17.47740, 6.14277)
H (-2.22409, -16.76658, 7.76698)
H (-0.13128, -18.99471, 7.07705)
H (-0.03210, -15.95936, 7.39216)
H (0.90284, -16.97716, 6.34810)

**2S+1**: 2
**LUMO energy (alpha / beta)**: 1.81 / 1.81 eV
**Calculated total energy**: -151210.7246 eV
**Max |F|**: 6.557 eV/A
**Total charge**: -1